{"formula": "C6H5BFNO3", "method": "the ωB97M-V functional and the def2-TZVPD basis", "elements": ["B", "C", "C", "C", "C", "C", "C", "N", "O", "O", "O", "F", "H", "H", "H", "H", "H"], "coordinates": [[-0.99806, 1.01802, -1.09880], [-1.30678, -1.21676, 0.33934], [0.37434, -2.11266, 1.60966], [-0.56856, -0.14899, -0.11285], [0.86560, -0.08289, 0.40993], [1.25962, -1.08782, 1.26581], [1.68592, 1.02520, -0.05514], [-0.85437, -2.16292, 1.16044], [1.31962, 1.82426, -0.88360], [-0.95539, 0.74650, -2.42162], [-1.50536, 2.13992, -0.53375], [2.50721, -1.10232, 1.76921], [-2.33493, -1.34459, 0.02935], [0.69274, -2.90910, 2.26648], [2.68983, 1.08658, 0.40314], [-1.16130, 1.46140, -3.02433], [-1.71015, 2.86618, -1.12328]], "forces_ev_per_a": [[0.032, -0.286, 0.341], [-0.166, 0.547, -0.465], [0.200, 0.041, 0.056], [3.435, 0.142, 1.260], [-3.826, -0.767, -0.987], [-0.105, 0.444, -0.373], [0.907, 0.117, 0.270], [0.003, -0.460, 0.338], [-0.088, -0.052, 0.013], [0.054, -0.399, -0.615], [-0.278, 0.335, 0.452], [-0.118, -0.061, -0.004], [-0.100, 0.045, -0.080], [0.160, -0.044, 0.111], [-0.035, 0.147, -0.134], [-0.056, 0.160, -0.044], [-0.019, 0.091, -0.138]], "relative_energy_kcal_mol": 0.00, "homo_energy_ha": -0.3657, "smiles": "O=Cc1c(F)cncc1B(O)O", "largest_force_ha_per_bohr": 0.078, "homo_lumo_gap_ev": 9.291, "charge": 0}